22
Properties=species:S:1:pos:R:3:forces:R:3:nbo_charge:R:1 method="wB97M-V/def2-TZVPD" charge=0 total_energy_ev=-13025.8806 homo_energy_ev=-9.1090 gap_ev=9.64 e_lumo_ev=0.53 multiplicity=1 smiles="CCC(=O)NCCO.O" de_lowest_kcal_mol=77.26
C -0.8870 -0.0308 -1.4157 -1.2 2.8 0.2 -0.498
C -0.2460 1.2626 -2.0488 -4.3 -2.7 -1.6 -0.633
C -1.5374 0.2660 -0.0308 3.2 -0.9 0.6 0.683
N -0.8722 0.7016 1.0926 4.6 2.2 -0.5 -0.648
C 0.5388 1.3096 1.1625 -2.3 0.0 -1.3 -0.249
C 1.5397 0.3283 1.7356 -0.6 1.1 1.9 -0.073
O 1.7765 -0.8527 1.0871 -0.1 -1.7 -0.7 -0.710
O -2.5757 -0.1826 0.2668 -5.5 -1.9 -0.5 -0.615
H -1.5808 -0.6388 -2.0396 -0.5 1.5 0.2 0.234
H -0.2649 -0.8081 -1.2842 3.2 -2.3 1.1 0.253
H -0.3680 1.1691 -3.1185 0.4 -0.3 -0.6 0.216
H -1.0663 1.9234 -1.8690 0.4 1.7 0.6 0.219
H 0.7379 1.4866 -1.8865 2.2 0.8 1.1 0.214
H -1.2443 0.5812 2.0203 -0.9 -0.3 -0.5 0.395
H 0.4448 2.1364 1.9133 0.4 -0.4 -0.9 0.199
H 0.7250 1.7104 0.1094 0.2 -0.5 1.8 0.213
H 1.1759 0.1246 2.7516 -0.2 -0.1 0.1 0.148
H 2.4562 0.8543 1.9636 0.7 0.2 -0.5 0.171
H 1.2578 -1.5710 1.5019 0.3 0.8 -0.5 0.477
H 0.6063 -3.4288 -0.2484 3.3 -3.1 3.3 0.461
H -0.6802 -3.3547 -0.8868 -8.6 -4.6 -1.0 0.455
O 0.0638 -2.9864 -0.7763 5.3 7.6 -2.3 -0.911

108
Properties=species:S:1:pos:R:3:forces:R:3:lowdin_charge:R:1 method="wB97M-V/def2-TZVPD" s2=6.027 charge=+2 total_energy_ev=-212950.4685 homo_energy_ev="-12.2926 / -13.1451" gap_ev="6.74 / 5.49" e_lumo_ev="-5.55 / -7.65" multiplicity=5 de_lowest_kcal_mol=0.00
Ru -0.6527 -0.5533 -0.1036 -0.2 0.3 -0.1 0.634
C -0.6844 1.6280 4.8372 0.0 0.0 0.1 -0.411
S 0.1384 2.6781 3.6276 0.0 0.0 0.0 0.916
C 0.2003 1.6916 2.1999 0.0 0.1 0.1 -1.033
S -0.5242 0.0959 2.1833 -0.1 0.0 0.1 0.644
N 0.8024 2.2215 1.1839 -0.1 -0.4 -0.1 -0.046
N 0.7227 1.4075 0.0882 0.1 0.2 0.3 -0.152
C 1.5344 1.6436 -0.8560 0.1 -0.1 -0.5 -0.080
C 1.3943 0.8362 -2.0649 -0.1 0.2 0.2 -0.250
C 2.1367 1.1324 -3.1905 0.0 0.0 -0.2 0.015
C 1.8928 0.4347 -4.3652 0.1 0.1 0.0 -0.009
C 0.9200 -0.5442 -4.3549 -0.1 0.0 0.0 -0.016
C 0.2462 -0.8124 -3.1737 0.0 0.1 0.0 -0.135
N 0.4574 -0.1403 -2.0396 0.1 -0.1 0.0 0.005
H -0.7505 2.2484 5.7302 0.0 0.0 0.0 0.045
H -0.0964 0.7422 5.0655 0.0 0.0 0.0 0.036
H -1.6867 1.3490 4.5218 0.0 0.0 0.0 0.027
H 2.2735 2.4374 -0.7928 0.0 0.0 0.0 0.150
H 2.8815 1.9164 -3.1438 0.0 0.0 0.0 0.130
H 2.4534 0.6559 -5.2647 0.0 0.0 0.0 0.128
H 0.6857 -1.1231 -5.2381 0.0 0.0 0.0 0.125
H -0.4733 -1.6147 -3.1387 -0.1 -0.1 0.0 0.096
C -4.3264 -0.5784 -0.0443 0.0 0.0 0.0 -0.414
C -3.9627 0.8631 0.2792 0.0 0.0 -0.1 -0.384
As -2.3143 1.2924 -0.6678 -0.1 -0.1 -0.1 1.262
C -2.8888 1.1938 -2.5071 -0.1 0.2 0.0 -0.361
C -3.0149 -0.0518 -3.1142 0.0 0.0 -0.2 -0.159
C -3.5002 -0.1589 -4.4087 0.0 0.0 0.0 -0.061
C -3.8583 0.9875 -5.1068 0.0 0.0 0.0 -0.053
C -3.7432 2.2318 -4.5026 0.0 0.0 0.0 -0.050
C -3.2666 2.3388 -3.2023 0.0 0.0 -0.1 -0.083
C -1.9260 3.1275 -0.3296 0.0 0.0 0.0 -0.401
C -1.0726 3.8082 -1.1957 0.0 0.1 0.0 -0.137
C -0.7450 5.1279 -0.9382 0.0 0.0 0.0 -0.054
C -1.2619 5.7648 0.1848 0.0 0.0 0.0 -0.047
C -2.1107 5.0854 1.0447 0.0 0.0 0.0 -0.056
C -2.4472 3.7615 0.7911 0.1 0.1 0.0 -0.098
As -2.9490 -1.8053 0.6080 0.2 0.2 0.0 1.252
C -3.3523 -1.8754 2.4990 -0.1 -0.1 0.0 -0.398
C -4.6344 -1.5761 2.9554 0.0 0.0 0.1 -0.090
C -4.9339 -1.6822 4.3063 0.0 0.0 0.0 -0.056
C -3.9609 -2.0989 5.2044 0.0 0.0 0.0 -0.056
C -2.6888 -2.4134 4.7492 0.0 0.0 0.0 -0.056
C -2.3843 -2.3021 3.3993 0.0 0.0 0.1 -0.157
C -3.5744 -3.5085 -0.0396 0.0 0.0 -0.1 -0.395
C -3.6352 -4.6074 0.8095 0.0 -0.1 -0.1 -0.096
C -4.0670 -5.8326 0.3160 0.0 0.0 0.0 -0.054
C -4.4395 -5.9586 -1.0149 0.0 0.0 0.0 -0.057
C -4.3781 -4.8590 -1.8628 0.0 0.0 0.0 -0.071
C -3.9383 -3.6356 -1.3788 0.0 -0.1 0.0 -0.125
H -4.4122 -0.7267 -1.1196 -0.1 0.0 0.0 0.045
H -5.2811 -0.8705 0.3837 -0.1 0.0 0.0 0.074
H -3.7993 1.0134 1.3460 0.0 0.0 0.1 0.064
H -4.7241 1.5610 -0.0635 -0.1 0.0 0.0 0.096
H -2.7518 -0.9513 -2.5765 0.2 -0.1 0.1 0.057
H -3.6032 -1.1334 -4.8710 0.0 0.0 0.0 0.113
H -4.2369 0.9114 -6.1180 0.0 0.0 0.0 0.117
H -4.0338 3.1253 -5.0412 0.0 0.0 0.0 0.118
H -3.1925 3.3152 -2.7414 0.0 0.0 0.0 0.103
H -0.6759 3.3192 -2.0775 0.0 0.0 0.0 0.103
H -0.0895 5.6639 -1.6123 0.0 0.0 0.0 0.115
H -1.0053 6.7972 0.3853 0.0 0.0 0.0 0.118
H -2.5153 5.5842 1.9154 0.0 0.0 0.0 0.117
H -3.1061 3.2430 1.4748 0.0 0.0 0.0 0.101
H -5.4176 -1.2667 2.2794 0.0 0.0 0.0 0.094
H -5.9315 -1.4462 4.6543 0.0 0.0 0.0 0.116
H -4.1982 -2.1853 6.2574 0.0 0.0 0.0 0.116
H -1.9281 -2.7504 5.4435 0.0 0.0 0.0 0.110
H -1.3918 -2.5542 3.0610 0.1 0.0 -0.1 0.047
H -3.3618 -4.5130 1.8526 0.0 0.0 0.0 0.099
H -4.1245 -6.6890 0.9771 0.0 0.0 0.0 0.116
H -4.7869 -6.9131 -1.3911 0.0 0.0 0.0 0.116
H -4.6807 -4.9526 -2.8985 0.0 0.0 0.0 0.114
H -3.8907 -2.7873 -2.0537 0.0 0.0 0.0 0.085
C 0.4707 -4.4723 -3.8434 0.0 0.0 0.0 -0.047
C 1.7069 -3.9020 -3.5598 0.0 0.0 0.0 -0.057
C 1.9148 -3.2550 -2.3513 0.0 0.0 0.0 -0.097
C 0.9029 -3.1998 -1.3819 0.0 -0.1 -0.2 -0.299
C -0.3377 -3.7794 -1.6894 0.0 0.0 0.0 -0.128
C -0.5563 -4.4030 -2.9093 0.0 0.0 0.0 -0.058
Si 1.2082 -2.3224 0.2141 0.2 -0.2 0.3 0.750
C 0.6674 -3.2668 1.7077 0.0 -0.1 0.1 -0.301
C -0.0582 -4.4654 1.6352 0.0 0.0 0.0 -0.090
C -0.2763 -5.2311 2.7717 0.0 0.0 0.0 -0.062
C 0.2277 -4.8151 3.9958 0.0 0.0 0.0 -0.053
C 0.9531 -3.6299 4.0878 0.0 0.0 0.0 -0.060
C 1.1666 -2.8620 2.9566 0.0 0.0 0.0 -0.119
C 2.9255 -1.6939 0.4533 0.2 0.1 0.0 -0.284
C 3.9630 -2.5948 0.1704 0.0 0.0 -0.1 -0.096
C 5.2829 -2.2657 0.4405 0.0 0.0 0.0 -0.054
C 5.5902 -1.0340 1.0042 0.0 0.0 0.0 -0.054
C 4.5742 -0.1417 1.3171 0.0 0.0 0.0 -0.057
C 3.2532 -0.4727 1.0475 0.0 0.0 0.1 -0.109
H 0.3109 -4.9764 -4.7890 0.0 0.0 0.0 0.118
H 2.5091 -3.9616 -4.2859 0.0 0.0 0.0 0.119
H 2.8767 -2.7904 -2.1604 -0.1 0.0 0.0 0.101
H -1.1522 -3.7507 -0.9794 0.0 0.0 0.1 0.054
H -1.5209 -4.8500 -3.1196 0.0 0.0 0.0 0.107
H -0.4335 -4.8295 0.6890 0.0 0.0 0.0 0.090
H -0.8257 -6.1622 2.6972 0.0 0.0 0.0 0.116
H 0.0681 -5.4206 4.8797 0.0 0.0 0.0 0.119
H 1.3613 -3.3164 5.0406 0.0 0.0 0.0 0.118
H 1.7453 -1.9479 3.0395 0.0 0.0 0.0 0.098
H 3.7476 -3.5719 -0.2531 0.0 0.1 0.1 0.108
H 6.0720 -2.9731 0.2176 0.0 0.0 0.0 0.116
H 6.6214 -0.7773 1.2129 0.0 0.0 0.0 0.116
H 4.8098 0.8073 1.7836 0.0 0.0 0.0 0.114
H 2.4736 0.2164 1.3418 0.0 0.0 0.0 0.064

122
Properties=species:S:1:pos:R:3:forces:R:3:lowdin_charge:R:1 method="wB97M-V/def2-TZVPD" s2=6.200 charge=+1 total_energy_ev=-186226.6344 homo_energy_ev="-8.2257 / -10.3598" gap_ev="3.99 / 7.06" e_lumo_ev="-4.24 / -3.30" multiplicity=5
Mn -0.4444 1.6648 -0.1741 -0.3 0.5 -0.2 0.039
C 0.8292 -0.2631 -3.5005 0.0 0.0 0.0 -0.129
C -0.4252 0.6073 -3.6190 0.0 0.0 -0.1 -0.527
C -0.7089 0.9021 -5.0922 0.0 0.0 0.0 -0.098
P -0.2378 2.1119 -2.5611 0.0 0.0 0.4 1.071
C -1.0739 3.4936 -3.4436 0.0 0.0 -0.2 -0.504
C -2.5941 3.3262 -3.4852 0.0 0.0 0.0 -0.111
C -0.6933 4.9022 -2.9929 0.0 0.0 0.0 -0.076
C 1.5043 2.5227 -2.5167 0.1 0.0 0.0 -0.310
C 2.1693 3.1419 -3.5725 0.0 0.0 0.0 -0.078
C 3.5003 3.4933 -3.4577 0.0 0.0 0.0 -0.067
C 4.1486 3.2521 -2.2523 0.0 0.0 0.0 -0.052
C 3.5055 2.6355 -1.1943 0.0 0.1 -0.1 -0.026
C 2.1724 2.2180 -1.3225 -0.2 -0.1 0.1 -0.300
N 1.4468 1.5954 -0.2840 0.3 0.0 0.1 -0.111
C 2.1439 1.0420 0.8195 -0.3 0.0 -0.3 -0.281
C 3.3683 0.3835 0.6659 0.0 0.0 0.0 -0.028
C 4.0791 -0.0455 1.7714 0.0 0.0 0.0 -0.049
C 3.5844 0.1511 3.0569 0.0 0.0 0.0 -0.066
C 2.3241 0.6963 3.2074 0.1 0.0 0.0 -0.095
C 1.5812 1.1061 2.0995 0.0 -0.1 0.2 -0.299
P -0.1839 1.4413 2.2337 0.1 0.0 -0.2 1.065
C -0.3786 2.7494 3.5225 0.0 -0.1 0.1 -0.509
C 0.4317 4.0229 3.3246 0.0 0.0 0.0 -0.085
C -1.8487 3.0723 3.7952 0.0 0.0 0.0 -0.083
C -0.9296 -0.0240 3.1242 0.0 0.1 0.2 -0.501
C -0.1575 -1.3375 3.0365 0.0 0.0 0.0 -0.125
C -2.4059 -0.2677 2.8020 0.0 0.0 0.0 -0.151
H 0.6088 -1.2572 -3.8911 0.0 0.0 0.0 0.083
H 1.1662 -0.3801 -2.4722 0.0 0.0 0.0 0.022
H 1.6445 0.1639 -4.0864 0.0 0.0 0.0 0.087
H -1.2680 0.0624 -3.1843 0.0 0.0 0.0 0.072
H 0.1145 1.4524 -5.5532 0.0 0.0 0.0 0.082
H -1.6319 1.4545 -5.2598 0.0 0.0 0.0 0.066
H -0.7923 -0.0466 -5.6249 0.0 0.0 0.0 0.092
H -0.6907 3.3547 -4.4609 0.0 0.0 0.0 0.094
H -3.0375 3.6832 -2.5547 0.0 0.0 0.0 0.045
H -2.9166 2.2956 -3.6415 0.0 0.0 0.0 0.065
H -3.0034 3.9295 -4.2965 0.0 0.0 0.0 0.094
H -1.2008 5.1707 -2.0686 0.0 0.0 0.0 0.059
H -1.0143 5.6070 -3.7623 0.0 0.0 0.0 0.096
H 0.3768 5.0316 -2.8442 0.0 0.0 0.0 0.073
H 1.6360 3.3639 -4.4894 0.0 0.0 0.0 0.112
H 4.0173 3.9682 -4.2793 0.0 0.0 0.0 0.110
H 5.1783 3.5606 -2.1250 0.0 0.0 0.0 0.114
H 4.0413 2.5000 -0.2683 0.0 0.0 0.0 0.112
H 3.7635 0.2141 -0.3257 0.0 0.0 0.0 0.123
H 5.0282 -0.5441 1.6252 0.0 0.0 0.0 0.115
H 4.1530 -0.1635 3.9207 0.0 0.0 0.0 0.111
H 1.8923 0.7658 4.1994 0.0 0.0 0.0 0.116
H 0.0255 2.2265 4.3994 0.0 0.1 0.0 0.104
H -0.0538 4.6960 2.6216 0.0 0.0 0.0 0.056
H 1.4473 3.8284 2.9775 0.0 0.0 0.0 0.080
H 0.4964 4.5377 4.2847 0.0 0.0 0.0 0.093
H -2.3363 3.4648 2.8998 0.0 0.0 0.0 0.067
H -1.9071 3.8446 4.5636 0.0 0.0 0.0 0.092
H -2.4145 2.2130 4.1517 0.0 0.0 0.0 0.067
H -0.8773 0.3246 4.1636 0.0 0.0 0.0 0.107
H -0.1521 -1.7454 2.0254 0.0 0.0 0.0 0.004
H -0.6615 -2.0604 3.6820 0.0 0.0 0.0 0.086
H 0.8708 -1.2578 3.3792 0.0 0.0 0.0 0.058
H -2.5091 -0.7322 1.8224 0.0 0.0 0.0 0.009
H -3.0147 0.6342 2.8263 0.0 0.0 0.0 0.032
H -2.8084 -0.9593 3.5439 0.0 0.0 0.0 0.092
I -3.1421 1.7759 -0.1343 0.3 -0.3 0.0 1.292
C -3.1059 3.8184 0.2017 0.0 0.3 0.0 -0.612
C -4.2759 4.5030 0.3466 0.0 0.0 0.0 -0.129
C -4.2360 5.8965 0.5627 0.0 0.0 0.0 -0.054
C -3.0328 6.5346 0.6074 0.0 0.0 0.0 -0.012
C -1.8152 5.8266 0.4501 0.1 0.1 0.0 -0.173
C -0.5814 6.5251 0.4650 -0.1 0.0 0.0 -0.022
C 0.5866 5.8478 0.3102 0.0 0.0 0.0 -0.056
C 0.5803 4.4445 0.1479 0.0 0.0 0.0 -0.119
C -0.5796 3.7132 0.1080 -0.1 -0.1 -0.1 -0.214
C -1.8219 4.4197 0.2540 0.0 -0.1 0.0 -0.273
H -5.2296 3.9944 0.2982 0.0 0.0 0.0 0.104
H -5.1595 6.4451 0.6829 0.0 0.0 0.0 0.114
H -2.9854 7.6053 0.7602 0.0 0.0 0.0 0.122
H -0.5942 7.5992 0.5996 0.0 0.0 0.0 0.122
H 1.5329 6.3732 0.3247 0.0 0.0 0.0 0.118
H 1.5342 3.9500 0.0684 0.1 0.1 0.0 0.091
C -2.0233 -6.3490 0.1920 0.0 0.0 0.0 -0.087
C -1.6757 -4.9738 0.7785 -0.1 0.1 0.1 -0.630
C -1.8583 -5.0456 2.3028 0.0 0.0 0.0 -0.107
C -2.7084 -3.9471 0.2786 0.0 0.0 0.0 -0.116
Si 0.1146 -4.3951 0.3342 0.0 -0.1 0.0 0.949
Br -0.7900 -0.7051 -0.4337 0.0 -0.2 0.0 0.345
C 1.4773 -5.1661 1.4717 0.1 0.0 0.0 -0.631
C 1.3216 -6.6851 1.6354 0.0 0.0 0.0 -0.088
C 2.8851 -4.8994 0.9176 0.0 0.0 0.0 -0.112
C 1.4433 -4.5043 2.8603 0.0 0.0 0.0 -0.109
C 0.5199 -4.5442 -1.5483 0.0 0.1 -0.1 -0.633
C 1.6633 -3.5824 -1.9121 0.1 0.0 0.0 -0.115
C -0.6828 -4.1189 -2.4035 0.0 0.0 0.0 -0.116
C 0.9111 -5.9698 -1.9636 0.0 0.0 0.0 -0.086
H -3.0423 -6.6260 0.4827 0.0 0.0 0.0 0.089
H -1.3569 -7.1336 0.5521 0.0 0.0 0.0 0.073
H -1.9868 -6.3567 -0.8968 0.0 0.0 0.0 0.061
H -2.8969 -5.3116 2.5238 0.0 0.0 0.0 0.087
H -1.6567 -4.0848 2.7830 0.0 0.0 0.0 0.062
H -1.2269 -5.7958 2.7752 0.0 0.0 0.0 0.061
H -3.6918 -4.2004 0.6884 0.0 0.0 0.0 0.086
H -2.8033 -3.9305 -0.8058 0.0 0.0 0.0 0.061
H -2.4617 -2.9342 0.6063 0.0 0.0 0.0 0.024
H 1.4078 -7.2092 0.6822 0.0 0.0 0.0 0.074
H 0.3704 -6.9683 2.0836 0.0 0.0 0.0 0.060
H 2.1129 -7.0655 2.2901 0.0 0.0 0.0 0.088
H 3.0589 -5.3582 -0.0540 0.0 0.0 0.0 0.059
H 3.6210 -5.3209 1.6098 0.0 0.0 0.0 0.087
H 3.0914 -3.8295 0.8298 0.0 0.0 0.0 0.076
H 0.5211 -4.6960 3.4066 0.0 0.0 0.0 0.061
H 1.5722 -3.4221 2.7849 0.0 0.0 0.0 0.054
H 2.2686 -4.8947 3.4650 0.0 0.0 0.0 0.087
H 1.4249 -2.5560 -1.6257 0.0 0.0 0.0 0.034
H 1.8187 -3.6026 -2.9969 0.0 0.0 0.0 0.085
H 2.6102 -3.8458 -1.4457 0.0 0.0 0.0 0.056
H -1.0165 -3.1043 -2.1697 0.0 0.0 0.0 0.036
H -1.5353 -4.7880 -2.2973 0.0 0.0 0.0 0.061
H -0.3891 -4.1375 -3.4589 0.0 0.0 0.0 0.086
H 1.8010 -6.3316 -1.4492 0.0 0.0 0.0 0.062
H 1.1265 -5.9935 -3.0375 0.0 0.0 0.0 0.088
H 0.1085 -6.6844 -1.7778 0.0 0.0 0.0 0.072

61
Properties=species:S:1:pos:R:3:forces:R:3:nbo_charge:R:1 method="wB97M-V/def2-TZVPD" charge=-1 total_energy_ev=-78618.8079 homo_energy_ev="0.1979 / -1.7468" gap_ev="2.44 / 4.39" e_lumo_ev="2.64 / 2.65" multiplicity=1 de_lowest_kcal_mol=0.00
Al -0.0288 0.9995 -0.2268 -2.6 -1.2 6.3 1.758
Cl 0.3744 3.2505 -1.0212 0.2 3.1 0.5 -0.189
N 1.6326 0.5118 0.9185 1.7 0.2 -1.1 -0.645
N -1.9460 0.4117 -0.6861 -0.4 0.0 -1.4 -0.659
C 2.8058 0.6086 0.3158 -1.8 0.0 1.5 0.656
C -2.2422 0.0549 -1.9157 0.2 0.5 1.6 0.639
C 1.9018 -0.1001 2.2527 0.2 0.5 0.0 0.082
C 3.3653 0.2906 2.4567 0.1 0.7 -0.6 -0.081
C 1.7603 -1.6057 2.1367 -0.2 -0.4 -0.3 -0.612
C 1.0678 0.4289 3.3888 -0.1 0.2 0.3 -0.618
H 2.3595 -1.9999 1.3025 -0.2 0.0 0.2 0.210
H 0.7059 -1.8710 1.9721 0.3 0.0 0.0 0.229
H 2.1023 -2.0636 3.0709 -0.1 -0.1 -0.1 0.202
H 1.1725 1.5183 3.4529 -0.3 -0.3 0.0 0.244
H 1.4590 -0.0109 4.3133 -0.1 0.0 0.0 0.191
H 0.0106 0.1571 3.3003 0.2 0.2 0.0 0.254
C -3.1668 0.1746 0.1530 0.4 0.1 -0.2 0.084
C -4.0664 -0.6144 -0.7958 0.2 -0.4 -0.8 -0.075
C -3.8529 1.4810 0.4954 0.1 0.5 0.3 -0.621
C -2.8143 -0.6467 1.3706 0.1 -0.1 0.4 -0.635
H -2.2084 -1.5100 1.0672 -0.1 0.1 0.1 0.199
H -3.7439 -1.0042 1.8264 0.1 -0.1 0.1 0.197
H -2.2799 -0.0364 2.1102 -0.1 -0.1 -0.1 0.291
H -3.8293 2.1556 -0.3712 -0.1 -0.1 0.2 0.209
H -3.3798 1.9661 1.3547 0.0 0.0 -0.2 0.275
H -4.8969 1.2651 0.7539 0.1 0.1 0.0 0.191
O -3.4130 -0.5342 -2.0990 -0.8 -0.1 0.0 -0.486
H -5.0647 -0.1925 -0.9278 0.1 -0.1 0.1 0.191
H -4.1336 -1.6762 -0.5425 0.0 0.1 0.0 0.184
O 3.8696 0.4856 1.0904 0.5 -0.5 0.6 -0.486
H 3.9891 -0.4607 2.9279 0.0 -0.1 0.1 0.193
H 3.4598 1.2639 2.9666 0.0 -0.4 -0.1 0.199
C 2.9812 0.6744 -1.1511 0.5 0.1 0.5 -0.516
C -1.3164 0.1508 -3.0606 -1.0 0.1 0.0 -0.496
C -0.1550 -0.6023 -2.5464 0.0 -3.0 -2.2 0.032
H -1.0764 1.2128 -3.2268 0.1 -0.2 -0.1 0.230
H -1.7885 -0.2787 -3.9607 0.2 0.2 0.4 0.232
C 0.6411 -0.0719 -1.5733 0.6 3.2 0.3 -0.767
C 2.0118 -0.3464 -1.6247 0.5 -1.8 -1.0 0.043
H 0.2932 2.0233 -1.4058 0.8 -1.0 -3.3 0.098
C 2.3420 -1.6454 -1.9851 1.3 0.8 0.2 -0.065
C 1.3815 -2.4469 -2.5811 -0.9 -0.9 -0.1 -0.310
C 3.7198 -2.1862 -1.6721 0.0 -0.5 -0.3 -0.625
C 0.1287 -1.9220 -2.9389 0.1 0.9 -0.1 -0.046
H 1.6065 -3.4862 -2.8206 0.0 0.2 0.0 0.188
C -0.8904 -2.7341 -3.6808 0.0 -0.4 -0.2 -0.630
H -0.5313 -3.7638 -3.8122 -0.1 0.2 0.0 0.208
H -1.1093 -2.3283 -4.6787 0.0 -0.1 0.2 0.203
H -1.8375 -2.7775 -3.1242 0.2 0.0 -0.2 0.210
H 4.5217 -1.5940 -2.1280 -0.1 -0.1 0.1 0.204
H 3.8065 -3.2198 -2.0459 0.1 0.3 0.1 0.207
H 3.8982 -2.2154 -0.5867 0.0 0.0 -0.2 0.202
H 4.0293 0.4519 -1.4213 -0.5 0.2 0.2 0.239
H 2.7200 1.6842 -1.4849 0.0 -0.1 -0.2 0.247
Cl 0.9983 4.0141 2.5172 0.9 0.9 -0.5 -0.150
C -0.7807 3.8194 2.6188 -0.5 -4.4 1.0 -0.331
Cl -1.7000 4.8242 1.4617 -0.6 2.2 -1.6 -0.215
C -1.1575 2.3910 2.3681 0.6 1.8 1.6 0.577
O -1.9149 1.8307 3.2101 -0.6 -0.6 0.2 -0.798
O -0.6941 1.7728 1.3025 0.6 -0.9 -2.0 -0.963
H -1.0974 4.0722 3.6203 0.0 0.2 0.0 0.222

no.,molecular weight (g/mol)
1,135.16
2,1057.10
3,987.85
4,518.82